The following is a DFT calculation (ωB97M-V with the def2-TZVPD basis set) of a 2-piece molecular cluster, C3H5N3 overall at a distorted geometry.

Cartesian coordinates (Å):
C: 1.68936 -0.58540 -0.57948
N: 0.43086 -0.81891 0.06723
C: -0.22062 -0.18306 0.84677
N: -0.99597 0.35914 1.65343
H: 1.97370 -1.51627 -1.06750
H: 1.61476 0.20825 -1.32811
H: 2.45268 -0.31974 0.15964
H: -0.51568 0.10784 2.52274
C: -2.15235 0.94466 -0.74931
N: -1.30240 0.66149 -1.47611
H: -2.95995 1.21388 -0.10503

Atomic forces in eV per Å
C 0.3 0.0 -0.2
N -0.3 -0.1 0.6
C 0.3 -0.4 -0.5
N 0.9 -0.3 0.2
H 0.2 0.2 -0.1
H -0.1 -0.1 0.1
H -0.1 0.0 -0.2
H -0.7 0.4 0.7
C 0.5 -0.1 -1.1
N -1.1 0.5 0.4
H 0.1 0.0 0.1

The value obtained for the energy relative to the best compared isomer or geometry (same formula, charge and spin) is 200.9 kJ/mol. Its SMILES is CN=C=N.C#N. The HOMO energy comes out at -9.76 eV. The HOMO-LUMO gap is 10.7 eV. The calculation puts the maximum force at 1.243 eV/Å.